166
Properties=species:S:1:pos:R:3:forces:R:3:lowdin_charge:R:1 method="wB97M-V/def2-TZVPD" relative_energy_kcal_mol=85.9 homo_lumo_gap_ha=0.31601 lumo_energy_ev=0.665 smiles="CCN(CC)CC.CCN(CC)CC.CCN(CC)CC.CCN(CC)CC.CCN(CC)CC.CCN(CC)CC.CCN(CC)CC.CNC(C)=O" total_charge=0 homo_ev=-7.934
C -1.645466 1.718283 2.504267 -0.9 -0.1 -0.9 -0.087
C -1.600224 1.130663 1.089211 1.3 0.3 0.7 -0.258
N -0.332616 0.402693 0.880714 0.0 1.4 1.1 -0.194
C 0.858605 1.262332 0.621912 -0.8 -0.2 -0.4 -0.248
C 2.203912 0.572011 0.746835 -0.5 0.0 0.3 -0.090
C -0.545839 -0.718644 0.041962 1.2 -1.2 -0.4 -0.301
C -0.828718 -0.444985 -1.445391 0.1 -0.4 0.8 -0.067
H -1.811264 0.872617 3.171696 0.5 0.4 0.4 0.073
H -2.528367 2.356465 2.540323 -0.1 0.1 0.3 0.065
H -0.793187 2.366574 2.707835 0.1 -0.4 0.3 0.062
H -2.410351 0.410550 0.974202 0.0 0.1 -0.1 0.110
H -1.731220 1.945601 0.377302 -0.1 0.1 -0.4 0.109
H 0.787770 1.711488 -0.368714 -0.1 0.1 -0.4 0.097
H 0.903987 2.116585 1.297398 -0.6 -0.1 0.3 0.103
H 2.266666 -0.266802 0.053619 0.3 0.0 0.2 0.065
H 2.996490 1.295243 0.554823 0.0 -0.1 -0.2 0.073
H 2.317183 0.262675 1.785872 0.1 -0.4 -0.1 0.076
H -1.267985 -1.366485 0.538873 -0.6 0.2 -0.3 0.113
H 0.320912 -1.373313 0.132798 0.5 0.1 -0.3 0.099
H -0.162374 0.339461 -1.804203 -0.2 0.1 0.0 0.063
H -1.880353 -0.176908 -1.546801 0.1 0.1 -0.5 0.067
H -0.568798 -1.342860 -2.006065 -0.4 0.0 -0.2 0.069
C -9.757337 -7.896333 -5.414247 0.1 0.0 0.3 -0.088
C -8.705381 -6.846840 -5.155143 1.1 0.5 -0.2 -0.255
N -7.345034 -7.243593 -5.646068 -1.3 -1.5 1.2 -0.180
C -6.479291 -6.118961 -5.653208 0.8 0.8 -1.3 -0.324
C -5.164246 -6.411319 -6.363082 0.2 0.1 -0.6 -0.091
C -6.797476 -8.418205 -4.902301 -0.7 -0.1 0.4 -0.224
C -6.361446 -8.112668 -3.441585 0.4 0.3 -0.8 -0.074
H -9.768188 -8.078961 -6.488780 0.0 -0.3 0.1 0.081
H -10.758184 -7.590050 -5.109941 0.1 0.2 0.0 0.072
H -9.529984 -8.797202 -4.844290 -0.1 -0.2 -0.3 0.060
H -8.986044 -5.918483 -5.652610 0.1 0.0 -0.5 0.106
H -8.603170 -6.501916 -4.126220 -0.3 -0.4 0.6 0.107
H -7.021543 -5.399513 -6.266772 0.2 0.4 -0.1 0.113
H -6.248330 -5.580757 -4.733922 -0.3 -0.2 0.7 0.106
H -4.615961 -5.492009 -6.568869 0.0 0.1 0.2 0.069
H -4.465028 -7.079713 -5.860636 -0.2 -0.1 0.3 0.066
H -5.390295 -6.844040 -7.337633 0.0 -0.2 0.0 0.077
H -6.024644 -8.888297 -5.510446 0.6 0.5 0.2 0.104
H -7.514652 -9.238959 -4.891423 -0.5 0.3 0.0 0.090
H -7.146833 -7.940965 -2.705523 -0.4 -0.1 -0.4 0.066
H -5.805069 -7.179458 -3.529102 0.3 -0.1 0.5 0.052
H -5.718893 -8.883411 -3.015917 0.1 0.0 -0.2 0.069
C 4.818663 6.412236 5.847921 -0.6 0.8 0.2 -0.085
C 4.095951 7.641883 5.219143 1.8 -0.4 -0.3 -0.246
N 4.836358 8.915730 5.353761 0.4 -0.8 0.8 -0.193
C 3.926498 10.023816 5.138851 0.6 0.8 -0.7 -0.270
C 3.449266 10.286267 3.689153 0.2 -0.6 0.6 -0.081
C 6.143349 8.925703 4.634633 -0.8 0.8 -0.5 -0.234
C 6.951693 10.241935 4.760066 -0.6 -0.5 0.8 -0.087
H 4.845962 6.590176 6.922951 0.3 -0.2 0.1 0.070
H 5.828420 6.220658 5.484892 -0.1 0.2 -0.1 0.055
H 4.230209 5.510225 5.679998 -0.1 0.0 -0.1 0.065
H 4.009681 7.455032 4.148742 -0.6 -0.3 -0.3 0.100
H 3.117613 7.741464 5.689275 0.0 0.1 -0.2 0.113
H 3.080070 9.910798 5.816273 -0.1 -0.1 -0.1 0.108
H 4.416485 10.948312 5.444347 0.2 0.0 0.2 0.098
H 2.953484 9.410008 3.271462 -0.3 0.1 0.0 0.061
H 2.788615 11.152779 3.717624 0.0 -0.1 -0.3 0.071
H 4.302523 10.470791 3.036455 0.0 0.3 0.0 0.059
H 5.970567 8.790076 3.566992 -0.2 -0.2 -0.5 0.099
H 6.747409 8.059022 4.903083 -0.1 0.2 0.5 0.097
H 7.008982 10.516815 5.813271 0.1 0.0 0.1 0.072
H 6.464306 11.074642 4.252960 0.0 -0.1 -0.2 0.059
H 7.970412 10.130879 4.388602 -0.1 -0.1 -0.1 0.069
C -5.801327 10.247714 2.169141 1.8 0.6 0.2 -0.104
C -5.938569 8.884596 2.840083 -2.0 0.9 -0.9 -0.239
N -7.405805 8.676561 2.851769 -0.6 -0.4 1.3 -0.198
C -8.027827 8.387114 1.522083 0.3 -0.7 1.5 -0.233
C -7.591329 7.050534 0.953265 0.9 0.1 -1.1 -0.096
C -7.807429 7.768264 3.967564 -2.0 0.3 -0.9 -0.227
C -9.347093 7.873150 4.290134 0.7 0.2 -0.9 -0.083
H -4.797397 10.645168 2.318299 0.4 -0.1 0.0 0.061
H -6.428052 11.009906 2.632152 -0.4 -0.4 -0.1 0.078
H -5.897002 10.254954 1.083366 -0.4 -0.2 0.1 0.064
H -5.425778 8.087114 2.302351 0.3 0.0 0.0 0.097
H -5.588863 8.906876 3.872218 0.0 0.0 -0.1 0.110
H -7.840219 9.191315 0.810635 0.5 0.0 0.2 0.103
H -9.116765 8.395364 1.569391 0.0 0.0 0.6 0.094
H -6.505714 7.010686 0.864124 0.2 0.2 -0.1 0.058
H -7.951049 7.037039 -0.075577 -0.2 -0.5 -0.1 0.072
H -7.796401 6.108273 1.461390 -0.8 0.3 0.2 0.069
H -7.597641 6.739769 3.673812 0.2 -0.4 0.4 0.094
H -7.349402 8.023972 4.923037 0.7 0.1 -0.4 0.105
H -9.918737 7.871822 3.362056 -0.1 -0.1 0.0 0.045
H -9.730445 7.045368 4.886716 0.3 0.0 0.2 0.064
H -9.569697 8.826841 4.768674 0.1 -0.1 0.2 0.067
C 1.282834 0.848857 -9.394553 0.8 -0.9 -0.3 -0.063
C 2.124082 -0.441283 -9.831448 -1.1 0.6 0.7 -0.242
N 3.519777 -0.219596 -10.111297 0.8 1.1 1.1 -0.205
C 3.812205 0.586653 -11.299489 -0.6 -1.5 -0.3 -0.237
C 3.409324 -0.219272 -12.536808 -0.5 0.9 -1.5 -0.101
C 4.218308 0.266652 -8.896602 0.7 -1.5 -0.1 -0.250
C 5.699165 -0.200940 -8.946341 0.0 0.8 0.3 -0.088
H 1.220902 1.557205 -10.220690 -0.3 -0.1 0.0 0.055
H 1.747003 1.391193 -8.570830 0.4 -0.1 0.0 0.052
H 0.298739 0.605404 -8.994075 -0.1 -0.2 -0.5 0.062
H 2.092330 -1.188111 -9.038127 0.0 0.2 0.4 0.104
H 1.646671 -1.001254 -10.635559 -0.1 0.5 -0.4 0.101
H 3.239438 1.513975 -11.309731 0.0 0.3 0.0 0.104
H 4.865977 0.848785 -11.394161 0.0 -0.2 0.5 0.109
H 2.348294 -0.110723 -12.761619 -0.3 -0.1 0.3 0.061
H 3.839929 0.258133 -13.417024 0.3 0.1 -0.1 0.064
H 3.620341 -1.280658 -12.667315 0.4 0.0 0.9 0.077
H 3.764210 -0.169451 -8.006812 -0.2 -0.7 -0.2 0.103
H 4.085587 1.307979 -8.603133 0.4 0.6 -0.8 0.104
H 6.132889 -0.179395 -7.946571 0.0 0.0 0.1 0.062
H 6.329898 0.455235 -9.546104 -0.1 0.2 -0.1 0.055
H 5.846345 -1.200452 -9.355502 -0.5 0.0 0.1 0.073
C 4.953116 -10.533075 -6.475126 0.2 -0.6 0.1 -0.083
C 4.986852 -10.395233 -4.936464 -0.5 -0.2 -0.9 -0.241
N 4.172946 -9.290154 -4.428146 1.1 -1.4 1.2 -0.218
C 2.733892 -9.435652 -4.479021 0.6 -0.6 0.4 -0.240
C 2.286287 -10.842749 -4.084250 -0.1 -0.5 -0.9 -0.097
C 4.713587 -8.011235 -4.750002 0.1 0.3 0.2 -0.286
C 4.495316 -7.021401 -3.629911 -0.1 0.9 0.5 -0.093
H 4.086838 -11.104023 -6.809324 -0.5 0.6 0.0 0.062
H 5.757424 -11.173801 -6.836606 0.4 0.2 0.1 0.066
H 5.048216 -9.563858 -6.964695 -0.2 -0.1 -0.1 0.066
H 4.649980 -11.346618 -4.524787 0.0 0.1 0.2 0.093
H 6.033020 -10.301835 -4.645092 -0.1 0.4 0.3 0.109
H 2.244057 -8.781222 -3.757991 0.2 0.5 -0.2 0.108
H 2.419906 -9.187759 -5.492953 -0.7 0.0 -0.2 0.114
H 2.783434 -11.298539 -3.227984 -0.1 0.6 0.3 0.079
H 1.204456 -10.864760 -3.952824 0.0 0.0 0.2 0.072
H 2.503444 -11.552692 -4.882333 -0.1 0.0 -0.2 0.058
H 4.296284 -7.679888 -5.700884 -0.1 0.6 -0.3 0.110
H 5.789239 -8.111994 -4.894589 0.0 -0.1 -0.1 0.117
H 4.997603 -6.065568 -3.778879 0.0 0.1 -0.5 0.067
H 4.909600 -7.351778 -2.677366 -0.1 -0.5 -0.1 0.076
H 3.444870 -6.784962 -3.460325 -0.1 -0.1 -0.1 0.063
C 5.616316 -2.797328 6.012876 -0.1 -0.1 -0.1 -0.089
C 5.028393 -4.005574 6.730206 -0.2 0.1 0.4 -0.264
N 3.688411 -4.448944 6.303802 0.1 0.6 -0.3 -0.169
C 3.685930 -4.967332 4.930383 0.4 0.3 0.2 -0.288
C 2.514830 -5.885490 4.606038 0.4 0.2 0.0 -0.085
C 2.673915 -3.355649 6.416497 0.6 -1.1 -0.2 -0.259
C 2.640021 -2.670062 7.740608 -0.4 0.0 1.2 -0.109
H 5.414659 -2.959764 4.954085 0.1 0.5 -0.1 0.066
H 6.697881 -2.794094 6.148218 0.0 0.1 0.0 0.072
H 5.233296 -1.834964 6.352353 -0.1 0.0 -0.2 0.063
H 5.798946 -4.763534 6.589374 -0.6 -0.7 0.0 0.107
H 4.948536 -3.856406 7.806996 0.2 0.2 0.1 0.101
H 3.724092 -4.154395 4.205265 -0.4 0.4 -0.3 0.099
H 4.657702 -5.420620 4.734738 -0.1 -0.7 0.3 0.112
H 2.461174 -6.727287 5.296401 0.0 0.0 0.0 0.075
H 1.576326 -5.332897 4.650155 0.0 -0.1 -0.1 0.060
H 2.659124 -6.254066 3.590445 -0.2 -0.1 0.0 0.071
H 1.725217 -3.847661 6.202000 -0.1 0.3 0.0 0.106
H 2.846996 -2.556634 5.695585 0.0 -0.1 -0.7 0.111
H 3.406510 -1.900724 7.833891 0.0 0.0 0.0 0.067
H 2.726245 -3.351542 8.586930 0.2 -0.2 0.0 0.080
H 1.661806 -2.214374 7.894072 0.0 0.3 -0.2 0.074
C -0.419773 5.526859 11.258783 -0.7 -0.3 0.1 -0.010
C -1.816379 5.206730 10.591196 1.5 0.0 0.2 -0.514
O -2.143755 5.853356 9.612903 -0.6 -0.4 0.4 0.034
N -2.546815 4.165561 11.129258 -0.1 0.2 -0.6 -0.009
C -3.902224 3.809244 10.656657 0.6 0.6 0.3 -0.066
H -0.542558 5.926638 12.265360 -0.2 -0.1 0.1 0.066
H 0.142950 6.282572 10.710761 -0.5 -0.1 -0.3 0.071
H 0.242124 4.665030 11.343894 -0.3 -0.3 0.0 0.065
H -2.203762 3.642761 11.922413 0.2 0.4 -0.2 0.126
H -4.066885 2.732452 10.695419 0.2 0.1 0.0 0.077
H -4.038784 4.161270 9.634142 0.1 0.0 0.1 0.080
H -4.610783 4.313493 11.313751 -0.3 -0.1 -0.2 0.078